Computed, not measured: C10H21AsF9O7V as an isolated structure, with ωB97M-V with the def2-TZVPD basis set.

- Total charge: -1
- HOMO (alpha / beta): -0.201 / -0.203 Eh
- Electronic energy: -4999.09001 hartree
- Multiplicity: 2
- Lowest unoccupied orbital energy (alpha / beta): 2.23 / 2.23 eV
- Energy above the lowest of the compared OMol25 structures with the same formula, charge and spin: 1.235 eV

```
49
Properties=species:S:1:pos:R:3:lowdin_spin:R:1
O 13.820 24.401 -16.484 -0.13
V 14.477 24.757 -17.829 1.03
As 11.514 26.731 -18.925 0.00
F 10.056 27.134 -19.778 0.00
F 12.117 28.328 -19.287 0.00
F 12.963 26.376 -17.921 0.01
F 10.893 25.180 -18.495 0.00
F 12.258 26.089 -20.308 0.00
F 10.856 27.454 -17.473 0.00
O 13.638 23.672 -19.187 0.06
H 13.091 22.970 -18.827 0.00
C 15.663 27.006 -20.151 0.00
O 14.880 27.077 -21.323 0.00
O 15.457 25.827 -19.581 0.00
C 17.149 27.259 -20.502 0.00
F 17.660 26.276 -21.255 0.00
F 17.240 28.398 -21.242 0.00
F 17.989 27.441 -19.463 0.00
C 14.412 28.335 -21.772 0.00
C 13.419 28.069 -22.893 0.00
H 12.519 27.605 -22.496 0.00
H 13.157 29.028 -23.347 0.00
H 13.889 27.416 -23.628 0.00
H 15.231 28.945 -22.162 0.00
H 13.909 28.845 -20.943 0.00
H 15.366 27.807 -19.436 0.00
C 13.523 20.710 -17.754 0.00
O 14.379 21.612 -17.100 0.00
C 15.709 21.380 -17.456 0.00
C 16.595 22.436 -16.845 0.00
O 16.296 23.789 -17.184 0.01
C 17.161 24.629 -16.417 0.00
C 16.896 26.091 -16.714 0.00
O 15.521 26.417 -16.711 0.01
C 15.190 27.681 -16.199 0.00
H 13.813 19.667 -17.583 0.00
H 13.630 20.886 -18.833 0.00
H 12.487 20.892 -17.489 0.00
H 15.816 21.439 -18.549 0.00
H 16.049 20.402 -17.090 0.00
H 17.625 22.277 -17.191 0.00
H 16.652 22.232 -15.769 0.00
H 18.204 24.418 -16.668 0.00
H 17.035 24.461 -15.343 0.00
H 17.281 26.352 -17.708 0.00
H 17.509 26.741 -16.081 0.00
H 15.212 27.675 -15.103 0.00
H 14.145 27.904 -16.420 0.00
H 15.746 28.522 -16.620 0.00
```